Entry from the OMol25 dataset: an isolated ion of composition C7H7Cl2N2 and charge +1 at a distorted geometry (ωB97M-V/def2-TZVPD).

Structure (ORCA input):
```
! RIJCOSX wB97M-V def2-TZVPD def2/J DEFGRID3
* xyz 1 1
C 1.651 -0.120 2.309
C 0.367 -0.276 1.693
C 2.771 0.484 1.885
C 0.062 -0.065 0.437
C 3.095 0.935 0.534
C 2.307 0.727 -0.534
C -1.336 0.506 -1.470
N -2.019 0.288 -2.578
N -0.786 -0.330 -0.606
Cl 4.660 1.729 0.343
Cl 2.278 1.021 -2.195
H 1.608 -0.234 3.321
H -0.367 -0.559 2.521
H 3.676 0.374 2.417
H -1.000 1.549 -1.335
H -2.524 1.155 -3.076
H -2.335 -0.625 -2.838
H -0.850 -1.270 -1.049
*
```

Summary:
Electronic energy = -35384.9870 eV
Orbital gap (alpha / beta) = 0.27314 / 0.26816 Ha
HOMO (alpha / beta) = -12.1 / -11.9 eV
Strongest force on any atom = 3.70 eV Å⁻¹
Molecular weight = 190.05 Da



Entry from the OMol25 dataset: the molecule C6H12O (ωB97M-V/def2-TZVPD).

Structure (ORCA input):
```
! RIJCOSX wB97M-V def2-TZVPD def2/J DEFGRID3
* xyz 0 1
C -2.792 0.291 0.509
C -1.765 -0.469 -0.343
C -0.393 -0.569 0.314
C 2.394 -0.121 -1.517
C 2.472 0.044 -0.196
C 1.488 0.681 0.764
O 0.150 0.733 0.368
H -2.978 -0.186 1.479
H -2.504 1.330 0.702
H -3.750 0.317 -0.017
H -2.158 -1.469 -0.569
H -1.664 0.049 -1.307
H -0.483 -0.993 1.332
H 1.462 -0.163 -2.079
H 3.319 -0.176 -2.090
H 3.444 -0.098 0.272
H 0.357 -1.187 -0.208
H 1.563 0.268 1.787
H 1.839 1.719 0.798
*
```

Summary:
Electronic energy = -8462.6531 eV
SMILES = C=CCOCCC
Orbital gap = 0.39384 Ha
HOMO = -9.6 eV
Strongest force on any atom = 0.76 eV Å⁻¹
Molecular weight = 100.16 Da



Entry from the OMol25 dataset: C2H2AgLiO2 as an isolated structure at a distorted geometry (ωB97M-V/def2-TZVPD).

Structure (ORCA input):
```
! RIJCOSX wB97M-V def2-TZVPD def2/J DEFGRID3
* xyz 2 3
H -0.211 0.084 -2.673
O 2.460 -2.415 -1.015
C 2.025 -1.371 -0.431
C 0.896 -0.640 -0.759
O 0.248 -0.991 -1.869
Li 4.314 -2.845 -0.778
Ag 0.554 -3.122 -1.930
H 0.527 0.192 -0.157
*
```

Summary:
Electronic energy = -10382.8638 eV
Orbital gap (alpha / beta) = 0.32085 / 0.33418 Ha
HOMO (alpha / beta) = -18.5 / -20.2 eV
Strongest force on any atom = 5.72 eV Å⁻¹
Molecular weight = 172.84 Da